Formula: C28H29CoIN6O5S2
Source: OMol25
Level of theory: ωB97M-V/def2-TZVPD

Structure (ORCA input):
```
! RIJCOSX wB97M-V def2-TZVPD def2/J DEFGRID3
* xyz 0 2
I -5.3382 2.1209 3.7572
Co 0.4875 -0.3849 -1.0289
S -0.0764 -1.3530 -3.3991
S 2.6464 0.7964 -4.5933
O 1.4831 0.3730 5.4184
O -0.7560 -1.5302 -0.2507
O -0.7769 3.2539 -1.4720
O -0.7554 1.0264 -1.5043
O 0.6413 0.4786 0.7494
N 2.0379 1.7975 -2.2162
N 1.7076 -1.6330 -0.5618
N 2.0268 0.5557 -1.5891
N -2.4813 -0.2775 -4.1067
N -2.5106 -1.2886 -2.1973
N 1.0148 2.8001 -4.0132
C 1.9489 1.7047 5.3563
C -2.0235 0.2787 -5.3601
C 0.7518 -1.5637 4.3314
C 2.1906 -3.4696 0.9609
C 1.0104 0.4522 3.0459
C -1.7128 -0.9537 -3.2268
C -3.7693 -0.7732 -2.3933
C 0.2126 -1.5678 1.9640
C -0.1757 -2.3258 0.7181
C 3.0755 0.1996 -0.9308
C 0.6087 -0.2120 1.8641
C -3.4719 0.9225 1.6890
C 3.7697 -1.6866 0.6275
C 1.8109 1.8243 -3.5860
C -1.1234 2.1513 -1.0173
C -1.0895 -3.5236 0.9812
C -2.0831 2.1357 0.1394
C -2.5026 3.3345 0.7048
C -3.4273 3.3399 1.7370
C 1.0798 -0.2069 4.2558
C -3.9098 2.1296 2.2084
C 4.2949 1.0378 -0.8164
C -3.7606 -0.1584 -3.5936
C 0.3241 -2.2129 3.1936
C 1.2297 -2.8314 0.0465
C 3.3785 -2.8915 1.2539
C -2.5568 0.9326 0.6485
C 2.8903 -1.0937 -0.2662
H -3.7676 4.2702 2.1702
H 0.3144 3.1646 -3.3526
H -2.0957 4.2608 0.3225
H 0.0675 -3.2626 3.2659
H -1.8601 -3.2421 1.6970
H 1.5160 2.4854 -1.6765
H 2.8149 1.7886 4.6928
H 5.1797 0.4239 -0.6613
H 0.8528 -2.0769 5.2780
H 4.4132 1.6357 -1.7172
H -2.5813 -0.1575 -6.1886
H -4.5441 0.3498 -4.1257
H 4.0415 -3.3481 1.9765
H -2.1831 0.0054 0.2373
H -1.5632 -3.8051 0.0410
H 1.1683 2.3873 5.0101
H 1.2709 1.4967 2.9445
H -0.9662 0.0504 -5.4767
H -3.8324 -0.0142 2.0920
H -0.5405 -4.3825 1.3686
H -4.5615 -0.8873 -1.6761
H 2.2400 1.9728 6.3685
H -2.0946 -1.6434 -1.3249
H 4.1856 1.7157 0.0334
H 1.8962 -4.4052 1.4168
H 0.8799 2.8937 -5.0025
H -2.1653 1.3592 -5.3614
H 4.7174 -1.2223 0.8535
H 0.8764 -3.5211 -0.7330
*
```

Its energy above the lowest of the compared OMol25 structures with the same formula, charge and spin is 212.33 kJ/mol. The gap between HOMO and LUMO (spin up / spin down) is 6.371 / 5.459 eV. The HOMO energy (spin up / spin down) is -7.47 / -7.50 eV.


Formula: CH3N5
Source: OMol25
Level of theory: ωB97M-V/def2-TZVPD

Structure (ORCA input):
```
! RIJCOSX wB97M-V def2-TZVPD def2/J DEFGRID3
* xyz 0 1
N 1.2179 0.5870 -0.2115
N 1.3966 -0.6840 -0.1482
N 0.1914 -1.1029 0.1873
N -1.9703 -0.2686 -0.1474
N -0.0098 1.0187 0.1626
C -0.7764 -0.0854 0.1586
H -2.4096 0.7172 -0.3315
H -0.5590 1.9035 -0.0132
H 1.8467 1.0401 0.4931
*
```

Its energy above the lowest of the compared OMol25 structures with the same formula, charge and spin is 302.53 kJ/mol. The SMILES is [H]/N=c1/nn[nH][nH]1. The gap between HOMO and LUMO is 9.261 eV. The HOMO energy is -9.07 eV.


Energy for every record listed, in sequence, given in Eh: -4265.97658; -313.54373.